Entry from the Open Molecules 2025 dataset: 2 unconnected molecules or ions with the total composition H2O2P at a distorted geometry (ωB97M-V/def2-TZVPD).

For the HOMO energy (alpha / beta), the calculation gives -3.65 / -3.05 eV. The energy above the lowest of the compared OMol25 structures with the same formula, charge and spin is 132.28 kcal per mole. The calculation puts the HOMO-LUMO gap (alpha / beta) at 7.30 / 7.77 eV. The calculated total energy is -492.9107 hartree. The LUMO energy (alpha / beta) is 0.13382 / 0.17322 Eh. Its molar mass is 64.99 g mol⁻¹.

Structure (ORCA input):
```
! wB97M-V def2-TZVPD RIJCOSX def2/J DEFGRID3
* xyz -1 1
O 2.351 -0.745 0.137
O -0.383 1.574 0.003
P -0.195 0.079 0.087
H -1.339 -0.310 0.893
H -0.434 -0.598 -1.120
*
```